Computed, not measured: a molecular structure, C39H38N6O2S2V, with wB97M-V/def2-TZVPD.

Its expectation value of S² is 2.030. The value obtained for the HOMO energy (spin up / spin down) is -10.7 / -10.8 eV. The value obtained for the energy above the lowest of the compared OMol25 structures with the same formula, charge and spin is 0.00 kJ/mol. The LUMO energy (spin up / spin down) is -0.1238 / -0.1166 Eh.

```
! RIJCOSX wB97M-V def2-TZVPD def2/J DEFGRID3
* xyz 1 3
V 0.065 0.474 0.778
C -2.080 2.295 5.295
C -0.707 2.107 5.401
C -0.042 1.305 4.488
C -0.755 0.669 3.472
C -2.131 0.845 3.376
C -2.789 1.668 4.283
N -0.079 -0.140 2.516
C 0.347 -1.441 2.867
C 0.889 -2.248 1.862
C 1.338 -3.525 2.150
C 1.248 -4.018 3.446
C 0.692 -3.228 4.438
C 0.238 -1.945 4.161
H -2.595 2.929 6.005
H -0.154 2.589 6.198
H 1.028 1.147 4.559
H -2.681 0.319 2.605
H -3.860 1.805 4.204
H 0.954 -1.902 0.832
H 1.749 -4.135 1.357
H 1.596 -5.017 3.673
H 0.602 -3.613 5.446
H -0.204 -1.348 4.945
C 5.959 1.039 3.205
C 4.817 0.139 2.754
C 3.445 0.735 3.026
N 3.212 1.986 2.283
C 2.750 2.070 1.054
S 2.386 0.646 0.123
N 2.541 3.263 0.454
C 2.514 4.562 1.040
O 1.641 5.319 0.710
C 3.588 4.917 1.996
C 4.891 4.451 1.821
C 5.888 4.868 2.689
C 5.580 5.730 3.733
C 4.282 6.194 3.906
C 3.284 5.801 3.030
H 6.921 0.545 3.073
H 5.865 1.301 4.261
H 5.990 1.969 2.631
H 4.862 -0.822 3.272
H 4.896 -0.084 1.688
H 3.340 0.998 4.080
H 2.649 0.041 2.771
H 3.478 2.846 2.743
H 1.990 3.202 -0.398
H 5.124 3.787 0.997
H 6.905 4.527 2.547
H 6.359 6.050 4.412
H 4.053 6.873 4.717
H 2.272 6.173 3.126
O -0.268 2.370 0.245
S -1.510 3.013 -0.431
C -2.472 3.770 0.895
C -1.758 4.809 1.708
C -2.032 6.160 1.512
C -1.369 7.125 2.254
C -0.430 6.745 3.203
C -0.160 5.401 3.407
C -0.817 4.435 2.660
C -0.779 4.454 -1.209
C 0.296 4.053 -2.192
C 0.260 2.858 -2.906
C 1.279 2.539 -3.791
C 2.339 3.414 -3.981
C 2.373 4.613 -3.284
C 1.360 4.929 -2.390
H -2.829 2.923 1.483
H -3.351 4.153 0.368
H -2.777 6.458 0.782
H -1.594 8.172 2.100
H 0.078 7.499 3.793
H 0.554 5.096 4.164
H -0.615 3.390 2.836
H -0.368 5.082 -0.417
H -1.609 4.978 -1.694
H -0.561 2.161 -2.783
H 1.240 1.605 -4.337
H 3.131 3.164 -4.675
H 3.190 5.308 -3.436
H 1.396 5.861 -1.840
N -4.860 2.230 -0.963
C -4.367 1.184 -0.941
N -3.804 -0.019 -0.913
C -2.602 -0.099 -0.549
N -1.470 -0.223 -0.235
*
```


Computed, not measured: 13 unconnected molecules or ions with the total composition C3H32NO13S in a non-equilibrium geometry, with wB97M-V/def2-TZVPD.

Its expectation value of S² is 0.753. The value obtained for the HOMO energy (spin up / spin down) is -16.6 / -16.6 eV. The LUMO energy (spin up / spin down) is -0.2301 / -0.4281 Eh.

```
! RIJCOSX wB97M-V def2-TZVPD def2/J DEFGRID3
* xyz 2 2
O 0.572 2.084 1.695
C 1.217 1.810 0.721
C 0.718 0.721 -0.248
C 1.014 -0.692 0.262
S 2.558 -1.326 -0.475
N -0.781 0.873 -0.465
H 2.074 2.358 0.453
H 1.200 0.891 -1.247
H 0.245 -1.409 -0.001
H 1.071 -0.694 1.348
H 3.442 -0.793 0.401
H -1.131 0.221 -1.185
H -0.913 1.809 -0.825
H -1.248 0.696 0.340
H -1.888 -1.873 -2.034
H -1.330 -3.992 -2.868
O -1.278 -3.059 -3.127
H 1.228 -1.390 3.476
H 2.484 -1.393 4.409
O 2.184 -1.200 3.520
H -1.387 -0.171 -3.575
H 0.116 -0.393 -3.661
O -0.522 0.189 -3.307
H 0.322 3.260 -1.938
H 0.162 4.294 -0.798
O 0.255 3.344 -0.956
H 1.932 -2.350 -3.362
H -2.173 -1.548 -0.507
O -2.087 -1.173 -1.391
H 2.746 0.147 2.578
H 3.545 1.445 2.364
O 2.993 0.800 1.912
H -1.483 -1.828 1.843
H -2.662 -1.003 1.410
O -2.179 -1.809 1.194
H -0.128 3.168 -4.379
H -0.026 1.803 -3.563
O 0.276 2.731 -3.574
H -0.695 -0.571 3.454
H -0.837 -2.087 3.998
O -0.465 -1.508 3.311
H 1.425 -2.404 -4.809
H -0.334 -2.892 -3.447
O 1.153 -2.236 -3.939
H -0.380 1.479 2.991
H -1.042 1.723 4.381
O -1.025 1.092 3.626
H -2.359 0.917 2.502
H -3.717 1.186 1.801
O -2.859 0.749 1.690
*
```


Computed, not measured: a single C2H4F2N2S molecule in a non-equilibrium geometry, with wB97M-V/def2-TZVPD.

As for the SMILES: NC(=S)NC(F)F. The value obtained for the HOMO energy is -9.3 eV. The value obtained for the energy above the lowest of the compared OMol25 structures with the same formula, charge and spin is 156.61 kJ/mol. The LUMO energy is 0.0046 Eh.

```
! RIJCOSX wB97M-V def2-TZVPD def2/J DEFGRID3
* xyz 0 1
C -1.235 -0.084 0.003
C 1.249 0.237 -0.627
N -1.157 -1.028 0.934
N 0.325 0.793 0.181
F 1.577 0.872 -1.811
F 2.546 0.388 0.091
S -2.252 0.339 -1.161
H 1.026 -0.735 -0.787
H -0.263 -1.131 1.423
H -2.069 -1.383 1.214
H 0.253 1.733 0.540
*
```


Computed, not measured: 2 unconnected molecules or ions with the total composition C11H18 in a non-equilibrium geometry, with wB97M-V/def2-TZVPD.

As for the SMILES: Cc1ccccc1.CC(C)C. The value obtained for the HOMO energy is -8.9 eV. The value obtained for the energy above the lowest of the compared OMol25 structures with the same formula, charge and spin is 190.75 kJ/mol. The LUMO energy is 0.0358 Eh.

```
! RIJCOSX wB97M-V def2-TZVPD def2/J DEFGRID3
* xyz 0 1
C -0.477 -3.544 0.898
C -1.653 -1.632 1.796
C -1.027 -2.208 0.746
C -2.467 -0.459 1.570
C -2.569 0.062 0.328
C -1.038 -1.621 -0.608
C -1.743 -0.423 -0.821
H -1.624 -2.136 2.716
H -3.244 -0.256 2.310
H -0.866 -3.979 1.803
H 0.580 -3.552 0.774
H -3.146 0.891 0.217
H -0.360 -2.117 -1.283
H -1.739 0.073 -1.803
H -0.950 -4.340 0.249
C 1.816 1.561 -0.356
C 2.397 2.978 -0.567
C 0.453 1.814 0.260
C 1.782 0.743 -1.702
H 2.501 1.052 0.263
H 2.041 3.361 -1.512
H -0.200 2.361 -0.403
H 0.012 0.796 0.489
H 0.537 2.387 1.273
H 2.559 1.215 -2.465
H 2.022 -0.310 -1.451
H 0.823 0.870 -2.246
H 3.414 2.742 -0.759
H 2.167 3.672 0.282
*
```


Computed, not measured: a molecular structure, C28H42F5N8Pd in a non-equilibrium geometry, with wB97M-V/def2-TZVPD.

The value obtained for the HOMO energy (spin up / spin down) is -16.4 / -16.4 eV. The value obtained for the energy above the lowest of the compared OMol25 structures with the same formula, charge and spin is 285.28 kJ/mol. The LUMO energy (spin up / spin down) is -0.4459 / -0.4459 Eh.

```
! RIJCOSX wB97M-V def2-TZVPD def2/J DEFGRID3
* xyz 3 1
Pd 0.242 -0.890 0.003
C 1.289 -0.778 4.445
N 0.738 -0.037 3.329
C -0.554 -0.512 2.894
C 1.477 0.783 2.560
N 1.143 0.901 1.263
C 1.515 1.929 0.460
C 1.804 3.223 0.943
C 2.395 4.161 0.136
C 2.767 3.824 -1.180
C 2.344 2.642 -1.730
C 1.578 1.725 -0.974
N 0.923 0.681 -1.531
C 0.520 0.620 -2.822
N 0.440 -0.599 -3.386
C 1.209 -1.708 -2.865
C -0.588 -0.977 -4.336
N 0.129 1.706 -3.516
C -0.314 2.941 -2.913
C 0.212 1.780 -4.961
N 2.557 1.406 3.105
C 2.574 1.907 4.460
C 3.780 1.641 2.379
H 1.063 -1.837 4.305
H 0.845 -0.462 5.391
H 2.368 -0.670 4.496
H -1.162 -0.719 3.776
H -0.451 -1.465 2.331
H -1.064 0.245 2.290
H 1.560 3.470 1.963
H 2.610 5.146 0.517
H 3.348 4.518 -1.770
H 2.577 2.400 -2.755
H 2.121 -1.348 -2.384
H 1.495 -2.362 -3.691
H 0.606 -2.314 -2.158
H -1.378 -0.233 -4.374
H -1.026 -1.922 -4.009
H -0.194 -1.132 -5.341
H -0.553 2.821 -1.858
H -1.202 3.286 -3.444
H 0.441 3.726 -3.011
H 0.837 0.988 -5.358
H 0.663 2.737 -5.228
H -0.774 1.745 -5.425
H 1.621 1.766 4.957
H 2.798 2.978 4.437
H 3.369 1.441 5.044
H 3.796 1.074 1.453
H 4.616 1.322 3.007
H 3.933 2.699 2.155
F 3.656 -0.837 0.156
C 3.196 -2.101 0.292
C 1.829 -2.268 0.411
C 1.348 -3.562 0.513
F -0.012 -3.655 0.595
C 2.172 -4.679 0.518
F 1.682 -5.901 0.599
C 3.558 -4.476 0.419
F 4.371 -5.509 0.424
C 4.078 -3.180 0.308
F 5.380 -2.984 0.212
C -5.884 0.575 0.669
C -5.303 -0.071 -0.590
N -4.192 -0.950 -0.288
C -4.537 -2.251 0.262
C -4.148 -2.371 1.735
C -2.920 -0.559 -0.422
C -2.623 0.883 -0.722
N -1.892 -1.353 -0.330
H -6.661 1.269 0.365
H -5.129 1.126 1.223
H -6.331 -0.169 1.320
H -4.987 0.696 -1.296
H -6.083 -0.668 -1.068
H -4.068 -3.046 -0.324
H -5.616 -2.375 0.178
H -3.072 -2.341 1.890
H -4.513 -3.322 2.112
H -4.607 -1.576 2.314
H -2.860 1.122 -1.758
H -1.557 1.058 -0.546
H -3.201 1.542 -0.080
H -2.118 -2.335 -0.171
*
```


DFT total energy? In order: -101450.10816 -42557.90603 -21387.74644 -11697.30305 -58675.97448 eV.